1.
Entry from the Open Molecules 2025 dataset: C7H5IN2OS2 as an isolated structure at a distorted geometry (ωB97M-V/def2-TZVPD).

Structure (XYZ):
```
18
Properties=species:S:1:pos:R:3
C 0.77 2.36 -1.75
C -0.14 0.12 -2.84
C 0.68 1.20 -0.88
C 0.22 0.09 -1.49
C 0.34 0.12 1.68
C 1.16 -1.85 0.45
C -1.16 0.03 1.71
N 0.83 3.07 -2.65
N -0.40 -0.02 -3.94
O -1.73 0.75 0.64
S 1.19 1.34 0.82
S 0.20 -1.60 -1.01
I 0.35 -3.26 1.71
H 0.84 -0.15 2.74
H 2.24 -1.90 0.30
H -1.50 0.31 2.70
H -1.29 -1.03 1.56
H -2.60 0.41 0.26
```

## Properties
Kohn-Sham gap (spin up / spin down) = 7.4 / 7.4 eV
Spin multiplicity = 1
E_HOMO (spin up / spin down) = -8.5 / -8.5 eV

=====

2.
Entry from the Open Molecules 2025 dataset: one molecule with the formula C7H5N at a distorted geometry (ωB97M-V/def2-TZVPD).

Structure (XYZ):
```
13
Properties=species:S:1:pos:R:3
C 2.21 -0.80 -0.26
C 0.94 -0.34 0.25
C 0.66 1.21 0.35
C -0.66 1.41 -0.10
C -1.39 0.12 0.02
C -2.78 -0.13 -0.05
N -3.90 -0.53 -0.10
C -0.46 -0.93 0.41
H 2.46 -1.91 -0.74
H 3.19 -0.44 -0.72
H 1.33 2.03 0.46
H -1.02 2.34 -0.51
H -0.58 -2.03 0.99
```

## Properties
SMILES = C=C1C=CC(C#N)=C1
Kohn-Sham gap = 7.6 eV
Spin multiplicity = 1
E_HOMO = -8.8 eV

=====

3.
Entry from the Open Molecules 2025 dataset: an isolated ion of composition C7H5N4O2S2 and charge -1 at a distorted geometry (ωB97M-V/def2-TZVPD).

Structure (XYZ):
```
20
Properties=species:S:1:pos:R:3
C -1.46 -1.11 0.55
C -1.88 1.04 -0.34
C -0.08 -0.89 0.55
C -0.49 1.28 -0.39
C -2.41 -0.15 0.06
C 0.40 0.31 0.05
C -3.91 -0.44 0.10
N 3.62 1.69 0.02
N 2.46 1.63 -0.29
N 4.14 0.67 0.63
N 1.80 0.55 0.17
O -4.60 0.50 -0.29
O -4.15 -1.54 0.59
S 3.22 -2.24 -0.87
S 3.05 -0.53 0.78
H -2.00 -1.94 0.82
H -2.50 1.81 -0.68
H 0.72 -1.51 0.96
H -0.05 2.30 -0.76
H 4.11 -1.42 -1.66
```

## Properties
Kohn-Sham gap = 6.5 eV
Spin multiplicity = 1
E_HOMO = -5.1 eV
Charge = -1

=====

4.
Entry from the Open Molecules 2025 dataset: an isolated ion of composition C7H5N4OS and charge -1 at a distorted geometry (ωB97M-V/def2-TZVPD).

Structure (XYZ):
```
18
Properties=species:S:1:pos:R:3
C 2.75 -0.61 0.30
C 1.57 -1.18 0.85
C 2.56 0.58 -0.35
C 0.32 -0.73 0.55
C 1.39 1.14 -0.72
C 0.16 0.45 -0.25
C -1.14 0.71 -0.45
N -2.05 1.51 -0.38
N -3.20 1.76 -0.27
N -3.96 1.00 0.50
N -2.75 -0.93 -0.75
O -2.17 -2.02 -0.96
S -3.26 -0.59 0.92
H 3.72 -1.01 0.51
H 1.77 -1.99 1.60
H 3.42 1.00 -0.81
H -0.50 -1.13 1.07
H 1.34 2.04 -1.36
```

## Properties
Kohn-Sham gap (spin up / spin down) = 5.1 / 5.9 eV
Spin multiplicity = 3
E_HOMO (spin up / spin down) = -1.7 / -3.3 eV
Charge = -1

=====

5.
Entry from the Open Molecules 2025 dataset: one molecule with the formula C7H5NO at a distorted geometry (ωB97M-V/def2-TZVPD).

Structure (XYZ):
```
14
Properties=species:S:1:pos:R:3
C 1.62 0.62 0.03
C 1.63 -0.91 0.16
C 0.49 -1.63 -0.10
C -0.72 -0.80 -0.10
N -1.94 -1.28 -0.03
O -2.67 -0.16 0.04
C -1.96 0.86 0.24
C -0.64 0.56 0.07
C 0.44 1.37 -0.17
H 2.71 1.23 0.07
H 2.71 -1.20 0.60
H 0.45 -2.76 -0.27
H -2.57 1.67 -0.07
H 0.45 2.43 -0.48
```

## Properties
SMILES = c1ccc2nocc2c1
Kohn-Sham gap = 8.6 eV
Spin multiplicity = 1
E_HOMO = -8.5 eV

=====

6.
Entry from the Open Molecules 2025 dataset: one molecule with the formula C7H5NO2 at a distorted geometry (ωB97M-V/def2-TZVPD).

Structure (XYZ):
```
15
Properties=species:S:1:pos:R:3
C -3.02 -0.03 0.10
C -1.11 -0.65 0.66
C -0.93 0.43 -0.15
C 2.01 -0.45 0.10
C 1.53 0.86 0.18
C 2.34 -1.68 0.26
C 0.26 1.16 -0.64
N -2.41 -0.93 0.80
O 2.09 1.74 0.82
O -2.19 0.83 -0.51
H -4.08 0.07 -0.03
H 3.15 -2.14 -0.29
H 1.83 -2.34 0.94
H 0.45 0.90 -1.68
H 0.07 2.23 -0.56
```

## Properties
Kohn-Sham gap (spin up / spin down) = 8.1 / 8.1 eV
Spin multiplicity = 1
E_HOMO (spin up / spin down) = -9.2 / -9.5 eV

=====

> Which value of spin multiplicity does entry 4 give?

3

=====

> Number 4 is which compound?

C7H5N4OS

=====

> What is the spin multiplicity in the fourth record?

3

=====

> The highest spin multiplicity belongs to which entry?

C7H5N4OS